Record 1
{"formula": "C35H38FeN3Si2", "method": "the ωB97M-V functional and the def2-TZVPD basis", "elements": ["Fe", "C", "C", "C", "C", "C", "C", "C", "C", "C", "H", "H", "H", "H", "H", "H", "H", "H", "H", "H", "H", "H", "N", "C", "C", "C", "C", "C", "C", "C", "C", "C", "C", "C", "C", "N", "C", "C", "C", "C", "N", "H", "H", "H", "H", "H", "H", "H", "H", "H", "H", "C", "Si", "C", "C", "C", "C", "C", "C", "C", "Si", "C", "C", "H", "H", "H", "H", "H", "H", "H", "H", "H", "H", "H", "H", "H", "H", "H", "H"], "coordinates": [[-0.924, 1.801, 0.285], [-3.185, 1.719, 3.115], [-2.130, 2.569, 2.460], [-2.439, 3.369, 1.357], [-1.494, 4.198, 0.777], [-1.888, 5.154, -0.317], [-0.200, 4.229, 1.308], [0.114, 3.526, 2.446], [1.417, 3.786, 3.145], [-0.851, 2.666, 2.994], [-3.750, 2.311, 3.840], [-2.742, 0.875, 3.647], [-3.894, 1.333, 2.380], [-3.457, 3.387, 0.979], [-2.277, 6.074, 0.128], [-2.668, 4.737, -0.953], [-1.032, 5.421, -0.937], [0.539, 4.894, 0.871], [1.341, 4.709, 3.726], [2.230, 3.918, 2.431], [1.674, 2.986, 3.832], [-0.612, 2.101, 3.891], [1.205, -5.440, -6.567], [1.035, -4.589, -5.816], [0.824, -3.518, -4.863], [-0.224, -3.588, -3.956], [-0.400, -2.576, -3.025], [0.453, -1.482, -2.983], [1.485, -1.411, -3.913], [1.678, -2.423, -4.841], [0.284, -0.408, -1.953], [-0.079, 0.906, -2.455], [-0.191, 1.286, -3.797], [-0.717, 2.583, -3.809], [-0.918, 2.916, -2.477], [-0.530, 1.919, -1.654], [0.420, -0.757, -0.690], [0.812, -2.149, -0.220], [0.614, -1.867, 1.856], [-0.129, -0.498, 1.633], [0.528, 0.197, 0.436], [-0.900, -4.434, -3.987], [-1.223, -2.629, -2.322], [2.154, -0.559, -3.895], [2.495, -2.370, -5.550], [0.063, 0.684, -4.660], [-0.938, 3.199, -4.669], [-1.332, 3.829, -2.082], [1.091, -2.834, -1.011], [0.704, -2.201, 2.892], [-0.099, 0.170, 2.484], [2.949, 0.482, 2.409], [2.304, -0.087, 0.768], [3.324, 0.571, -0.625], [1.864, -1.910, 0.922], [2.762, -3.080, 1.176], [2.359, -4.353, 1.258], [0.987, -4.890, 1.147], [-0.150, -4.208, 0.976], [-0.223, -2.724, 0.840], [-1.666, -1.521, 1.109], [-2.817, -0.764, -0.145], [-2.633, -2.061, 2.613], [3.835, -0.124, 2.639], [2.224, 0.321, 3.213], [3.256, 1.524, 2.405], [4.286, 0.047, -0.686], [3.530, 1.635, -0.460], [2.806, 0.464, -1.580], [3.825, -2.885, 1.300], [3.128, -5.101, 1.431], [0.908, -5.970, 1.234], [-1.077, -4.776, 0.936], [-3.761, -1.322, -0.202], [-2.383, -0.701, -1.145], [-3.061, 0.256, 0.177], [-3.040, -3.070, 2.466], [-3.475, -1.388, 2.806], [-1.999, -2.087, 3.505]], "atomic_forces_ev_per_a": [[1.076, 0.972, 0.423], [0.031, -0.007, -0.010], [0.108, -0.308, 0.341], [-0.598, -0.325, -0.485], [0.112, -0.063, -0.823], [-0.073, 0.173, 0.194], [0.125, 0.370, -0.093], [0.181, -0.078, 0.238], [0.012, -0.061, -0.027], [-0.030, -0.240, 0.022], [0.004, -0.019, -0.014], [-0.014, 0.045, -0.035], [0.039, 0.013, 0.024], [0.017, -0.054, 0.016], [0.021, -0.019, 0.007], [0.004, 0.056, 0.076], [-0.045, 0.029, 0.054], [-0.049, -0.044, -0.028], [0.005, -0.029, -0.002], [0.023, -0.024, 0.000], [0.068, -0.107, 0.052], [0.021, -0.006, -0.091], [0.033, -0.169, -0.150], [-0.108, 0.479, 0.389], [0.090, -0.298, -0.248], [-0.239, -0.045, 0.163], [-0.242, -0.145, -0.138], [-0.049, 0.207, -0.029], [0.220, -0.062, -0.065], [0.212, 0.222, -0.023], [-0.419, 0.345, -1.427], [-0.025, -0.108, -0.235], [0.094, -0.141, -0.216], [-0.017, 0.010, 0.047], [0.012, 0.189, -0.175], [-0.418, -0.005, 0.598], [0.737, -0.654, 1.570], [-0.174, 0.176, 0.433], [-0.010, -0.021, -0.013], [0.218, -0.289, -0.454], [-1.001, -0.288, 0.337], [0.019, 0.025, 0.047], [0.016, -0.043, 0.009], [-0.018, -0.040, -0.037], [-0.041, 0.024, 0.049], [-0.031, 0.090, 0.125], [0.033, -0.056, 0.057], [0.125, -0.263, -0.187], [0.044, 0.000, -0.020], [0.024, 0.068, -0.059], [-0.045, 0.096, 0.108], [-0.032, 0.060, 0.248], [-0.372, -0.200, -0.050], [0.255, 0.021, -0.166], [0.156, -0.067, -0.134], [-0.137, 0.300, -0.055], [-0.191, -0.229, -0.015], [0.313, -0.044, 0.063], [-0.090, 0.328, -0.021], [-0.152, -0.065, -0.364], [0.408, 0.138, 0.289], [-0.180, -0.267, -0.252], [-0.092, -0.106, 0.169], [-0.113, 0.075, -0.022], [0.095, 0.032, -0.039], [0.003, 0.136, 0.058], [-0.126, 0.096, -0.006], [-0.026, -0.125, -0.049], [0.071, 0.032, 0.076], [-0.048, -0.021, 0.000], [-0.065, 0.027, 0.003], [0.045, 0.053, -0.008], [0.055, 0.044, -0.023], [0.123, 0.081, -0.012], [-0.049, 0.053, 0.063], [0.026, 0.016, -0.005], [0.037, 0.155, 0.029], [0.093, -0.073, 0.007], [-0.087, -0.029, -0.084]], "gap_ev": [7.055, 6.889], "spin_multiplicity": 2}

---

Record 2
{"formula": "C48H120N8O16", "method": "the ωB97M-V functional and the def2-TZVPD basis", "elements": ["C", "O", "C", "C", "N", "C", "C", "O", "C", "H", "H", "H", "H", "H", "H", "H", "H", "H", "H", "H", "H", "H", "H", "H", "C", "O", "C", "C", "N", "C", "C", "O", "C", "H", "H", "H", "H", "H", "H", "H", "H", "H", "H", "H", "H", "H", "H", "H", "C", "O", "C", "C", "N", "C", "C", "O", "C", "H", "H", "H", "H", "H", "H", "H", "H", "H", "H", "H", "H", "H", "H", "H", "C", "O", "C", "C", "N", "C", "C", "O", "C", "H", "H", "H", "H", "H", "H", "H", "H", "H", "H", "H", "H", "H", "H", "H", "C", "O", "C", "C", "N", "C", "C", "O", "C", "H", "H", "H", "H", "H", "H", "H", "H", "H", "H", "H", "H", "H", "H", "H", "C", "O", "C", "C", "N", "C", "C", "O", "C", "H", "H", "H", "H", "H", "H", "H", "H", "H", "H", "H", "H", "H", "H", "H", "C", "O", "C", "C", "N", "C", "C", "O", "C", "H", "H", "H", "H", "H", "H", "H", "H", "H", "H", "H", "H", "H", "H", "H", "C", "O", "C", "C", "N", "C", "C", "O", "C", "H", "H", "H", "H", "H", "H", "H", "H", "H", "H", "H", "H", "H", "H", "H"], "coordinates": [[4.365, 3.354, -1.997], [5.422, 3.203, -2.982], [6.716, 3.101, -2.437], [7.132, 4.543, -2.012], [6.920, 5.548, -3.014], [8.081, 5.749, -3.897], [7.937, 4.816, -5.124], [6.632, 5.006, -5.788], [5.977, 3.903, -6.292], [4.190, 2.650, -1.183], [3.437, 3.310, -2.567], [4.351, 4.363, -1.585], [7.358, 2.711, -3.227], [6.812, 2.488, -1.542], [8.203, 4.502, -1.815], [6.556, 4.809, -1.126], [6.154, 5.348, -3.640], [9.016, 5.517, -3.387], [7.977, 6.795, -4.184], [8.001, 3.757, -4.873], [8.678, 4.814, -5.923], [6.441, 3.496, -7.190], [4.974, 4.131, -6.653], [5.856, 3.042, -5.634], [-3.343, 1.669, 1.939], [-2.270, 0.836, 2.662], [-1.690, 1.488, 3.788], [-0.388, 0.782, 4.192], [0.647, 0.778, 3.166], [1.383, -0.483, 3.203], [2.693, -0.525, 2.278], [3.936, 0.123, 2.777], [4.233, -0.399, 4.029], [-3.689, 1.146, 1.047], [-2.855, 2.579, 1.589], [-4.246, 1.663, 2.550], [-2.366, 1.518, 4.642], [-1.280, 2.451, 3.486], [-0.668, -0.196, 4.581], [0.053, 1.376, 4.993], [-0.092, 0.739, 2.479], [0.751, -1.300, 2.854], [1.733, -0.812, 4.181], [2.473, -0.005, 1.345], [2.909, -1.546, 1.962], [3.626, 0.151, 4.749], [5.297, -0.296, 4.242], [4.108, -1.474, 4.160], [-1.166, -1.241, -4.855], [-1.018, 0.087, -5.127], [-1.213, 1.060, -4.059], [-1.348, 2.473, -4.572], [-2.509, 2.722, -5.498], [-2.457, 2.098, -6.814], [-3.437, 2.839, -7.725], [-3.081, 4.218, -7.776], [-3.380, 4.853, -8.990], [-0.395, -1.852, -5.324], [-2.037, -1.714, -5.308], [-1.341, -1.346, -3.784], [-0.302, 0.901, -3.481], [-2.120, 0.796, -3.516], [-0.434, 2.870, -5.015], [-1.396, 3.081, -3.668], [-2.327, 3.709, -5.610], [-2.579, 1.017, -6.736], [-1.482, 2.366, -7.220], [-4.459, 2.830, -7.347], [-3.372, 2.393, -8.717], [-2.807, 4.447, -9.824], [-3.260, 5.915, -8.778], [-4.419, 4.720, -9.294], [-1.086, 6.850, 4.495], [0.352, 6.946, 4.721], [1.067, 7.237, 3.573], [2.582, 7.205, 3.850], [3.564, 7.438, 2.751], [3.565, 8.783, 2.178], [4.740, 8.848, 1.250], [4.753, 7.717, 0.359], [3.898, 7.902, -0.772], [-1.667, 6.199, 5.148], [-1.366, 6.441, 3.524], [-1.576, 7.823, 4.482], [0.760, 8.212, 3.195], [0.860, 6.554, 2.748], [2.818, 6.228, 4.272], [2.815, 7.930, 4.630], [4.399, 6.894, 2.588], [3.660, 9.475, 3.015], [2.617, 9.118, 1.758], [5.689, 8.769, 1.780], [4.676, 9.822, 0.766], [4.143, 8.692, -1.482], [2.900, 7.989, -0.342], [3.821, 6.979, -1.346], [-6.341, -10.954, 1.626], [-5.518, -9.813, 2.098], [-5.952, -8.510, 1.730], [-5.857, -8.194, 0.187], [-4.575, -8.168, -0.440], [-3.769, -7.040, -0.430], [-2.578, -7.040, -1.432], [-1.344, -7.542, -0.883], [-1.392, -8.888, -0.543], [-6.369, -11.036, 0.540], [-7.363, -10.739, 1.938], [-5.954, -11.918, 1.956], [-5.251, -7.840, 2.227], [-6.879, -8.353, 2.282], [-6.420, -7.301, -0.081], [-6.572, -8.888, -0.255], [-4.694, -8.700, -1.291], [-3.458, -6.828, 0.593], [-4.353, -6.190, -0.784], [-2.346, -5.997, -1.644], [-2.733, -7.614, -2.346], [-1.689, -9.492, -1.400], [-2.049, -9.163, 0.282], [-0.406, -9.269, -0.278], [-3.301, -2.488, -0.925], [-2.459, -1.413, -0.564], [-1.189, -1.799, 0.063], [-0.089, -0.868, -0.453], [-0.238, 0.407, 0.194], [0.658, 1.431, -0.385], [0.504, 2.881, 0.207], [1.368, 3.766, -0.531], [1.809, 4.854, 0.196], [-2.632, -3.238, -1.345], [-4.166, -2.373, -1.578], [-3.692, -2.777, 0.051], [-0.914, -2.817, -0.215], [-1.252, -1.722, 1.148], [-0.186, -0.833, -1.538], [0.888, -1.262, -0.171], [-1.193, 0.649, -0.029], [0.428, 1.584, -1.440], [1.678, 1.048, -0.415], [0.967, 2.787, 1.189], [-0.438, 3.412, 0.342], [0.910, 5.366, 0.538], [2.067, 5.624, -0.531], [2.621, 4.690, 0.905], [-7.070, 0.764, 3.186], [-7.161, -0.135, 4.257], [-5.951, -0.112, 5.152], [-4.692, -0.624, 4.562], [-4.940, -1.970, 4.113], [-3.774, -2.371, 3.317], [-2.601, -2.740, 4.370], [-1.609, -3.378, 3.515], [-0.555, -4.077, 4.174], [-6.639, 1.736, 3.429], [-8.102, 0.997, 2.925], [-6.502, 0.210, 2.438], [-6.255, -0.801, 5.941], [-5.903, 0.892, 5.572], [-3.880, -0.582, 5.287], [-4.337, 0.051, 3.783], [-5.853, -1.865, 3.695], [-3.444, -1.672, 2.548], [-4.050, -3.312, 2.841], [-2.939, -3.422, 5.150], [-2.221, -1.921, 4.981], [0.271, -3.408, 4.415], [-0.394, -4.825, 3.397], [-0.899, -4.411, 5.153], [3.407, -4.597, 3.484], [2.282, -4.894, 2.646], [2.191, -6.223, 2.187], [1.017, -6.599, 1.218], [1.215, -6.062, -0.105], [1.420, -4.579, -0.080], [1.354, -3.996, -1.488], [0.054, -4.153, -1.970], [-0.062, -4.066, -3.376], [3.159, -4.022, 4.376], [4.137, -4.187, 2.786], [3.819, -5.560, 3.787], [1.977, -6.899, 3.015], [3.178, -6.437, 1.777], [0.050, -6.440, 1.697], [1.256, -7.659, 1.132], [0.389, -6.266, -0.649], [2.438, -4.479, 0.295], [0.721, -4.090, 0.599], [2.037, -4.638, -2.044], [1.693, -2.971, -1.638], [-1.105, -4.018, -3.690], [0.342, -4.984, -3.803], [0.456, -3.145, -3.645]], "atomic_forces_ev_per_a": [[-0.814, 0.938, -1.308], [-1.039, -1.248, 1.248], [0.136, 1.667, 0.275], [-0.037, -1.187, -0.349], [1.055, 0.469, -0.288], [-1.555, -0.466, -0.933], [-1.036, -1.009, -1.315], [0.972, 1.278, 1.386], [-0.286, -1.435, -0.989], [1.035, -0.497, -0.081], [0.042, -0.082, -0.170], [0.348, 0.084, 0.232], [-0.001, -0.046, 0.085], [-0.355, -0.468, -0.029], [-0.013, 0.175, 0.601], [0.252, -0.071, 0.252], [-0.450, -0.187, 0.269], [0.001, 0.319, -0.027], [0.760, 0.004, -0.391], [-0.260, -0.077, 0.774], [0.445, 1.042, 0.016], [0.589, 0.004, -0.276], [-0.060, 0.650, 0.404], [0.174, 0.175, 0.652], [1.731, -1.811, 0.823], [-1.501, 0.777, -0.994], [1.244, -0.115, -0.993], [-0.098, 0.427, 2.139], [-1.086, -0.385, 0.354], [1.645, -0.329, -1.547], [-0.423, 1.383, 0.096], [-1.845, -1.418, -1.056], [0.624, 0.319, 0.821], [0.607, -0.523, -0.115], [-0.522, 0.406, 0.550], [0.271, 1.020, 0.332], [-0.085, 0.308, 0.035], [-0.823, 0.726, 0.055], [0.269, -0.467, -0.024], [-0.511, -0.095, 0.742], [1.216, -0.443, -2.288], [-0.088, -0.301, -0.206], [-0.386, 0.547, 0.417], [-0.044, 0.228, 0.130], [0.165, -0.332, 0.504], [0.223, -0.253, 0.575], [0.079, 0.633, -0.032], [-0.629, -0.301, -0.334], [-0.887, -0.920, 0.579], [-0.075, 2.227, -1.452], [0.323, -1.402, -0.957], [-0.107, -0.661, -0.654], [0.697, 0.099, 2.106], [0.454, 1.479, 0.291], [-0.031, -0.107, 0.317], [0.482, -0.339, 0.028], [-0.555, 0.009, 0.403], [0.766, 0.232, 0.648], [-0.824, 0.425, -0.238], [0.620, -0.714, 0.260], [-0.214, 0.596, 0.716], [0.023, -0.044, 0.284], [0.464, -0.504, -0.440], [-0.761, 0.160, 0.056], [-0.881, 0.368, -0.616], [-0.172, 0.226, -0.231], [0.462, -0.651, -0.519], [-0.182, -0.507, -0.024], [-0.162, -0.025, -0.212], [0.518, 0.305, -0.040], [0.386, -0.022, -0.529], [-0.425, -0.121, 0.187], [0.156, 0.262, -0.835], [-1.754, -0.915, 0.932], [0.789, 0.485, -1.637], [1.620, -0.326, 0.058], [-2.679, 0.564, -0.148], [0.304, -1.294, 1.585], [-0.120, -0.213, -0.543], [0.533, 1.169, -0.947], [-0.838, -1.035, 0.890], [0.890, 0.028, 0.767], [0.674, -0.178, -0.433], [0.279, 0.373, 0.333], [0.067, 0.462, -0.098], [-0.143, -0.426, -0.015], [-0.106, -0.090, 0.045], [-0.243, 0.222, 0.384], [-0.570, -0.108, 0.397], [0.547, 0.633, 0.140], [-0.166, -0.579, -0.614], [-0.096, 0.122, 0.203], [0.400, -0.026, -0.626], [0.290, 0.347, 0.410], [-0.386, 0.620, -0.408], [0.571, -0.150, 0.117], [0.362, 2.059, -0.145], [0.006, -1.982, -0.745], [1.224, 0.091, -0.308], [-2.039, 0.226, 1.279], [-1.119, -3.917, -0.032], [0.598, 1.554, -1.190], [0.829, -0.284, 1.615], [-0.306, 0.604, 0.186], [0.205, -1.210, -0.069], [0.201, 0.307, -0.225], [-0.165, -0.459, 0.270], [0.112, 0.468, 0.629], [0.222, -0.082, 0.139], [-0.712, 0.386, -0.873], [-0.035, 0.899, 0.691], [0.676, -0.716, -0.538], [0.801, 0.462, -0.205], [0.441, 0.189, -0.070], [-0.253, 0.720, 0.191], [-0.062, -0.088, -0.255], [-0.635, 0.092, -0.176], [-0.274, -0.133, -0.299], [-0.307, 0.416, 0.113], [0.253, 0.474, 0.019], [0.952, -0.877, 1.650], [0.923, 1.295, -0.493], [-0.422, 0.062, -0.901], [-0.431, -0.655, 0.753], [0.306, 1.170, -0.346], [-1.743, 1.003, -0.938], [2.533, -0.649, 0.968], [0.026, -1.822, -0.937], [-1.080, 1.571, -0.922], [-0.359, -0.606, -0.077], [0.416, 1.158, -0.215], [-0.415, -1.034, -0.119], [-0.318, -0.105, -0.052], [-0.240, 0.012, 0.111], [0.205, 0.062, -0.397], [0.148, -0.294, -0.138], [-0.340, 0.586, 0.313], [-0.096, -0.226, -0.528], [0.183, 0.404, 0.661], [-0.289, 0.152, 0.534], [-0.609, -0.816, -0.361], [-0.008, -0.045, 1.421], [0.917, -0.212, -0.251], [-0.257, -0.134, 0.258], [-0.295, -0.387, 0.022], [1.677, -0.160, 2.002], [-2.454, 0.227, 0.292], [0.081, 0.785, 0.069], [1.014, 0.899, 0.133], [-0.059, -1.624, 1.894], [-0.319, -0.365, -2.247], [-0.821, 1.103, 1.146], [-1.230, 0.859, -0.426], [0.499, -0.036, 0.179], [0.052, -0.276, -0.592], [-0.091, 0.781, -0.823], [-0.035, 0.065, 0.126], [0.292, 0.114, -0.093], [-0.153, -0.060, 0.427], [-0.028, -0.043, -0.457], [0.071, -0.861, -0.962], [0.156, 0.295, 0.172], [0.351, -0.089, -0.147], [-0.461, -0.559, -0.335], [0.387, 0.572, -0.621], [0.441, -0.069, -0.516], [1.033, -0.388, 0.866], [-0.128, -0.792, -0.070], [-0.236, -1.689, -1.452], [-1.204, 1.002, 0.698], [-0.522, -0.193, 0.164], [2.543, 0.359, 0.352], [-0.322, 1.393, -0.427], [0.250, -0.567, -0.281], [0.427, -1.193, 0.151], [-1.455, -0.278, 0.158], [0.360, 0.002, 0.673], [-0.121, 0.273, -0.413], [0.350, 0.710, 0.596], [0.221, -0.038, 0.489], [0.421, -0.083, 0.556], [-0.072, -0.663, -0.506], [-0.168, 0.153, -0.014], [-0.698, -0.367, 0.089], [-0.185, -0.070, -0.202], [-0.118, 0.572, 0.060], [-0.038, 0.196, 0.144], [0.210, -0.090, -0.499], [0.054, 0.265, 0.489], [-0.093, 0.191, 0.372], [0.436, 0.158, -0.416], [0.086, -0.203, -0.755]], "gap_ev": [1.265, 8.443], "spin_multiplicity": 2, "relative_energy_kj_mol": 475.7, "charge": -1}

---

Number 1 is which compound?
C35H38FeN3Si2